{
  "formula": "C3H12N4O2",
  "method": "ωB97M-V/def2-TZVPD",
  "symbols": ["C", "N", "N", "O", "H", "H", "H", "H", "H", "H", "C", "N", "C", "N", "O", "H", "H", "H", "H", "H", "H"],
  "positions_angstrom": [[2.39057, 0.13850, 0.51823], [1.21282, -0.70447, 0.72368], [0.16299, -1.81407, -1.37632], [-0.05357, -0.72231, -1.93872], [1.28224, -1.16579, 1.62554], [-0.71119, -2.37746, -1.29700], [1.00513, -1.45792, -0.20236], [3.31686, -0.40646, 0.71736], [2.33040, 1.00798, 1.17522], [2.40449, 0.46834, -0.51986], [-1.75605, 1.31381, -1.00656], [-0.47945, 0.77799, -0.56768], [-0.35182, 0.35671, 0.84838], [-1.29546, -0.67883, 1.13023], [-0.12074, 1.25795, 1.66695], [0.27424, 1.42306, -0.77906], [-2.13329, -0.75420, 0.57328], [-1.23126, -0.97734, 2.09573], [-2.51360, 0.53288, -0.95294], [-1.66377, 1.62217, -2.04750], [-2.06953, 2.15946, -0.38659]],
  "nbo_charge": [-0.432, -0.741, -0.201, -0.216, 0.378, 0.290, 0.408, 0.192, 0.224, 0.194, -0.407, -0.562, 0.784, -0.931, -0.742, 0.384, 0.391, 0.396, 0.181, 0.210, 0.202],
  "orbital_gap_ev": [8.20, 8.20],
  "relative_energy_kcal_mol": 90.8,
  "energy_ha": -490.8328,
  "largest_force_ev_per_a": 3.10
}